Entry from the OMol25 dataset: 2 unconnected molecules or ions with the total composition C2H4ClI (ωB97M-V/def2-TZVPD).

Results
Total energy   -836.41282 Ha
HOMO level   -0.3375 hartree
ΔE to the lowest compared entry with this formula, charge and spin   41.0 kcal per mole
Gap between HOMO and LUMO   9.43 eV

```
8
Properties=species:S:1:pos:R:3:forces:R:3:lowdin_charge:R:1
Cl 0.74397 2.04330 0.07293 0.21 0.23 0.01 0.469
I 2.47881 -0.71805 0.04138 -0.24 0.09 -0.02 0.721
H -1.76830 0.21799 0.04709 -0.25 0.28 -0.14 0.017
H 0.54223 0.32717 -1.51837 0.23 0.01 0.00 -0.020
H -0.99839 -1.43488 -0.01440 -0.14 -0.15 -0.05 0.019
H -0.76218 -0.38937 1.44050 -0.02 0.08 0.22 0.020
C -0.99230 -0.43532 0.39020 3.81 1.05 -1.54 -0.011
C 0.75616 0.38914 -0.45934 -3.61 -1.58 1.51 -1.214
```
Positions in Å, forces in eV/Å.